Computed, not measured: 2 unconnected molecules or ions with the total composition C4H9N2O2 at a distorted geometry, with ωB97M-V/def2-TZVPD.

ΔE to the lowest compared entry with this formula, charge and spin	109.6	kcal per mole

ORCA input file:
```
! RIJCOSX wB97M-V def2-TZVPD def2/J DEFGRID3
* xyz 1 1
C -2.111 -0.269 -0.646
C -1.563 0.995 -0.240
C -0.042 0.816 -0.059
C -0.861 -1.219 1.009
N -1.800 -1.337 0.029
N 0.065 -0.311 0.910
O 2.558 -0.297 -1.067
O 2.751 -0.215 0.290
H -2.549 -0.348 -1.575
H -1.673 1.710 -1.030
H -2.005 1.348 0.713
H 0.466 0.474 -0.826
H 0.490 1.664 0.263
H -0.934 -2.001 1.745
H 1.005 -0.623 1.331
H 3.136 0.654 0.509
H 3.069 -1.040 -1.357
*
```

Calculated atomic charges, method Mulliken, unit e: number 1, C, carries 0.04; number 2, C, carries -0.63; number 3, C, carries -0.81; number 4, C, carries -0.05; number 5, N, carries -0.38; number 6, N, carries -0.04; number 7, O, carries -0.31; number 8, O, carries -0.40; number 9, H, carries 0.44; number 10, H, carries 0.33; number 11, H, carries 0.29; number 12, H, carries 0.65; number 13, H, carries 0.44; number 14, H, carries 0.42; number 15, H, carries 0.32; number 16, H, carries 0.36; number 17, H, carries 0.33